This record from the OMol25 dataset describes the molecule C2H3ClF2O. The level of theory is the ωB97M-V functional and the def2-TZVPD basis.

Structure (XYZ):
```
9
C2H3ClF2O (the ωB97M-V functional and the def2-TZVPD basis)
C 1.179 -0.358 0.156
C -1.126 0.410 -0.063
O 0.029 0.151 0.834
F -0.836 1.334 -0.966
F -2.099 0.827 0.721
Cl -1.620 -1.037 -0.788
H 0.884 -0.937 -0.664
H 1.766 -0.942 0.956
H 1.823 0.554 -0.188
```

Properties
* SMILES: COC(F)(F)Cl
* F_max: 0.0797 Eh/bohr
* orbital gap: 11.807 eV
* DFT total energy: -22126.89858 eV

These are the natural (NBO) partial charges, in e, on atoms 1 to 4:
1. C -0.27
2. C 0.83
3. O -0.53
4. F -0.31